[1]
Computed, not measured: 7 unconnected molecules or ions with the total composition C38H78BrN10O in a non-equilibrium geometry, with wB97M-V/def2-TZVPD.

Structure (XYZ):
```
128
Properties=species:S:1:pos:R:3:lowdin_spin:R:1
C 1.18 -2.94 -2.08 0.0136
C 2.23 -3.01 -3.28 0.0188
N 3.42 -2.37 -3.00 0.1653
C 3.77 -1.03 -3.20 -0.0116
C 5.04 -0.83 -2.72 0.0275
N 5.54 -2.00 -2.18 0.1845
C 4.53 -2.96 -2.42 0.3703
C 6.78 -2.16 -1.37 0.0229
H 0.19 -2.79 -2.52 0.0003
H 1.22 -2.01 -1.52 0.0007
H 1.20 -3.79 -1.41 0.0043
H 1.69 -2.38 -3.98 0.0006
H 2.48 -3.97 -3.73 0.0053
H 2.97 -0.39 -3.54 -0.0006
H 5.63 0.08 -2.70 0.0088
H 4.52 -3.96 -2.00 0.0546
H 7.11 -3.19 -1.27 0.0033
H 6.60 -1.88 -0.33 0.0174
H 7.65 -1.63 -1.74 0.0004
C 2.60 2.57 5.25 0.0001
C 3.12 2.34 6.66 0.0001
N 3.40 3.59 7.21 0.0000
C 4.68 4.15 7.26 0.0000
C 4.59 5.43 7.75 0.0000
N 3.29 5.68 8.10 0.0000
C 2.57 4.61 7.63 0.0000
C 2.67 6.80 8.82 0.0000
H 1.88 1.77 5.07 0.0001
H 3.30 2.27 4.47 0.0001
H 2.24 3.55 4.92 0.0000
H 3.97 1.67 6.75 0.0001
H 2.36 1.92 7.32 0.0000
H 5.51 3.57 6.90 0.0000
H 5.36 6.18 7.83 0.0000
H 1.51 4.56 7.85 0.0000
H 3.35 7.61 9.09 0.0000
H 2.02 6.41 9.60 0.0000
H 2.11 7.28 8.02 0.0000
C 8.87 3.22 0.76 0.0002
C 8.82 1.90 0.02 0.0008
N 8.54 0.77 0.98 0.0054
C 7.45 0.79 1.73 0.0026
C 7.49 -0.37 2.54 0.0030
N 8.73 -1.01 2.40 0.0100
C 9.40 -0.25 1.39 0.0182
C 9.26 -2.17 3.16 0.0015
H 9.30 3.97 0.10 0.0001
H 9.51 3.28 1.64 0.0001
H 7.82 3.51 0.87 0.0003
H 9.71 1.69 -0.56 0.0001
H 7.99 2.01 -0.68 0.0014
H 6.78 1.64 1.76 0.0010
H 6.82 -0.59 3.35 0.0011
H 10.36 -0.48 0.96 0.0023
H 10.35 -2.14 3.17 0.0002
H 9.09 -3.16 2.73 0.0013
H 8.95 -2.09 4.20 0.0001
C 3.74 -0.65 1.73 0.0146
C 2.57 0.39 1.79 0.0015
N 1.78 0.36 0.53 0.0052
C 2.28 0.68 -0.73 0.0089
C 1.15 0.67 -1.60 0.0024
N 0.02 0.23 -0.85 -0.0003
C 0.40 0.14 0.41 0.0021
C -1.25 0.05 -1.44 0.0002
H 4.08 -0.56 2.76 0.0009
H 4.60 -0.40 1.11 0.0067
H 3.35 -1.60 1.34 0.0105
H 2.80 1.45 1.84 0.0005
H 1.81 0.14 2.53 0.0006
H 3.27 1.05 -0.94 0.0076
H 1.11 1.09 -2.60 0.0001
H -0.18 -0.26 1.23 0.0007
H -1.81 -0.41 -0.63 0.0000
H -1.22 -0.64 -2.29 0.0000
H -1.70 0.98 -1.78 0.0000
C -3.47 0.01 -4.59 0.0000
C -4.27 -0.55 -3.38 0.0000
C -5.80 -0.57 -3.64 0.0000
C -6.22 -1.61 -4.74 0.0000
N -7.74 -1.79 -5.03 0.0000
C -8.03 -2.98 -6.03 0.0000
C -9.46 -2.62 -6.59 0.0000
C -9.59 -1.06 -6.69 0.0000
C -8.49 -0.65 -5.80 0.0000
C -8.37 -2.15 -3.67 0.0000
H -3.60 1.05 -4.89 0.0000
H -3.68 -0.53 -5.51 0.0000
H -2.41 -0.15 -4.37 0.0000
H -3.93 0.21 -2.68 0.0000
H -3.72 -1.41 -2.98 0.0000
H -6.07 0.44 -3.94 0.0000
H -6.43 -0.61 -2.75 0.0000
H -5.83 -2.62 -4.62 0.0000
H -5.89 -1.24 -5.71 0.0000
H -8.04 -3.92 -5.48 0.0000
H -7.19 -2.82 -6.71 0.0000
H -10.34 -2.96 -6.06 0.0000
H -9.51 -2.99 -7.62 0.0000
H -10.53 -0.71 -6.24 0.0000
H -9.44 -0.59 -7.66 0.0000
H -8.57 0.18 -5.10 0.0000
H -7.69 -0.36 -6.48 0.0000
H -8.59 -1.23 -3.13 0.0000
H -7.78 -2.99 -3.29 0.0000
H -9.33 -2.61 -3.90 0.0000
C -6.03 -2.60 1.19 0.0000
N -5.79 -1.06 1.13 0.0000
C -4.87 -0.87 -0.08 0.0000
C -7.14 -0.31 0.94 0.0000
C -4.90 -0.69 2.36 0.0000
C -4.98 0.74 2.84 0.0000
O -4.83 1.68 1.79 0.0001
H -6.51 -2.89 0.25 0.0000
H -6.60 -2.87 2.08 0.0000
H -5.05 -3.06 1.20 0.0000
H -3.90 -1.37 0.04 0.0000
H -4.59 0.19 -0.03 0.0000
H -5.45 -1.18 -0.95 0.0000
H -7.76 -0.33 1.83 0.0000
H -7.70 -0.62 0.05 0.0000
H -6.88 0.75 0.92 0.0000
H -3.88 -1.02 2.19 0.0000
H -5.23 -1.29 3.21 0.0000
H -4.10 1.00 3.43 0.0000
H -5.87 0.82 3.48 0.0000
H -5.06 2.51 2.22 0.0000
Br 0.79 0.35 -5.29 0.0009
```

Output
- Energy relative to the best compared isomer or geometry (same formula, charge and spin): 324.0 kJ/mol
- E_tot: -4689.973771 Eh
- Expectation value of S²: 0.759
- Lowest unoccupied orbital energy (spin up / spin down): -7.5167 / -7.5254 eV
- Net charge: +4
- 2S+1: 2


[2]
Computed, not measured: 10 unconnected molecules or ions with the total composition C38H78N2O18 in a non-equilibrium geometry, with wB97M-V/def2-TZVPD.

Structure (XYZ):
```
136
Properties=species:S:1:pos:R:3:lowdin_spin:R:1
C 5.86 -0.26 2.80 0.0000
O 6.06 0.78 3.48 0.0000
N 4.66 -0.61 2.35 0.0000
C 4.57 -1.95 1.67 0.0000
C 3.49 0.24 2.24 0.0000
H 6.62 -1.02 2.54 0.0000
H 5.47 -2.53 1.87 0.0000
H 4.44 -1.89 0.59 0.0000
H 3.66 -2.43 2.04 0.0000
H 3.57 1.18 2.79 0.0000
H 3.28 0.44 1.19 0.0000
H 2.69 -0.29 2.77 0.0000
C -5.14 0.92 4.55 -0.0094
O -4.89 -0.06 5.21 0.2817
N -4.96 0.94 3.20 0.5002
C -5.25 2.16 2.53 0.0765
C -4.83 -0.29 2.37 0.0440
H -5.45 1.89 4.96 -0.0040
H -5.31 2.99 3.22 0.0014
H -6.20 2.09 2.00 0.0378
H -4.43 2.36 1.83 0.0259
H -4.80 -1.21 2.96 0.0005
H -5.67 -0.36 1.69 0.0208
H -3.90 -0.26 1.79 0.0199
O -1.73 4.35 2.44 0.0001
C -0.64 4.72 2.92 0.0000
O -0.38 5.35 4.05 0.0000
C -1.41 5.43 5.06 0.0000
C -1.10 6.47 6.12 0.0000
C 0.57 4.53 2.02 0.0000
H -1.40 4.45 5.54 0.0000
H -2.36 5.75 4.62 0.0000
H -2.05 6.92 6.41 0.0000
H -0.39 7.23 5.79 0.0000
H -0.60 6.01 6.97 0.0000
H 1.37 5.15 2.40 0.0000
H 0.26 4.85 1.02 0.0000
H 0.91 3.50 1.87 0.0000
O -1.25 -0.51 -0.54 0.0002
C -0.48 0.02 0.23 0.0000
O 0.77 -0.36 0.48 0.0000
C 1.31 -1.48 -0.20 0.0000
C 2.12 -0.99 -1.50 0.0000
C -0.96 1.14 1.19 0.0003
H 0.51 -2.19 -0.39 0.0000
H 2.00 -2.01 0.45 0.0000
H 2.91 -0.33 -1.14 0.0000
H 1.49 -0.41 -2.17 0.0000
H 2.66 -1.77 -2.04 0.0000
H -1.29 0.79 2.17 0.0000
H -1.81 1.67 0.77 0.0002
H -0.15 1.85 1.36 0.0000
O 4.40 2.14 -3.13 0.0000
C 3.89 3.12 -3.64 0.0000
O 2.77 3.69 -3.16 0.0000
C 2.08 3.09 -2.09 0.0000
C 0.63 2.68 -2.61 0.0000
C 4.57 3.85 -4.77 0.0000
H 1.93 3.74 -1.23 0.0000
H 2.54 2.15 -1.76 0.0000
H -0.14 3.44 -2.47 0.0000
H 0.17 1.80 -2.15 0.0000
H 0.65 2.65 -3.70 0.0000
H 3.94 4.68 -5.08 0.0000
H 4.74 3.20 -5.62 0.0000
H 5.52 4.16 -4.34 0.0000
O -5.35 -3.24 0.08 0.0000
C -4.77 -4.21 -0.46 0.0000
O -3.63 -4.19 -1.09 0.0000
C -2.83 -3.01 -1.11 0.0000
C -3.14 -2.45 -2.44 0.0000
C -5.35 -5.61 -0.48 0.0000
H -1.77 -3.25 -0.97 0.0000
H -3.13 -2.26 -0.37 0.0000
H -4.18 -2.13 -2.44 0.0000
H -3.03 -3.22 -3.20 0.0000
H -2.45 -1.69 -2.82 0.0000
H -6.07 -5.70 -1.29 0.0000
H -5.90 -5.80 0.44 0.0000
H -4.56 -6.33 -0.65 0.0000
O 0.49 0.03 4.86 0.0001
C -0.63 0.13 5.34 0.0001
O -1.10 -0.74 6.32 0.0002
C -0.19 -1.63 6.90 0.0000
C -0.84 -3.03 6.98 0.0000
C -1.57 1.24 4.97 0.0002
H 0.13 -1.35 7.90 0.0000
H 0.73 -1.77 6.32 0.0000
H -0.33 -3.65 7.72 0.0000
H -0.77 -3.49 6.00 0.0000
H -1.88 -3.01 7.33 0.0000
H -2.44 0.86 4.44 0.0002
H -1.01 2.01 4.44 0.0000
H -1.93 1.68 5.90 0.0001
O -5.62 2.96 -0.56 0.0023
C -4.81 2.26 -1.18 0.0002
O -3.45 2.58 -1.43 0.0004
C -2.91 3.84 -1.18 0.0001
C -3.36 4.96 -2.19 0.0000
C -5.19 0.99 -1.84 0.0001
H -1.83 3.76 -1.30 0.0000
H -3.10 4.17 -0.16 0.0000
H -2.96 4.74 -3.18 0.0000
H -2.91 5.90 -1.86 0.0000
H -4.44 5.16 -2.18 0.0000
H -4.64 0.96 -2.79 0.0000
H -6.26 0.78 -1.85 0.0000
H -4.78 0.15 -1.28 0.0000
O 4.34 -3.53 -2.85 0.0000
C 5.39 -3.53 -3.49 0.0000
O 6.42 -2.68 -3.19 0.0000
C 6.40 -1.81 -2.04 0.0000
C 5.69 -0.49 -2.35 0.0000
C 5.68 -4.44 -4.70 0.0000
H 7.40 -1.68 -1.61 0.0000
H 5.74 -2.32 -1.34 0.0000
H 5.74 0.20 -1.50 0.0000
H 4.64 -0.61 -2.59 0.0000
H 6.12 0.02 -3.21 0.0000
H 4.75 -4.87 -5.08 0.0000
H 6.35 -5.22 -4.34 0.0000
H 6.26 -3.87 -5.41 0.0000
O 2.74 -4.49 -6.58 0.0000
C 1.57 -4.80 -6.39 0.0000
O 0.78 -4.40 -5.38 0.0000
C 1.31 -3.75 -4.28 0.0000
C 0.12 -3.18 -3.48 0.0000
C 0.85 -5.58 -7.44 0.0000
H 1.99 -2.94 -4.57 0.0000
H 1.96 -4.39 -3.69 0.0000
H -0.80 -3.73 -3.66 0.0000
H 0.03 -2.15 -3.81 0.0000
H 0.27 -3.13 -2.40 0.0000
H 1.58 -6.02 -8.12 0.0000
H 0.15 -4.94 -7.98 0.0000
H 0.26 -6.39 -7.01 0.0000
```

Output
- E_tot: -2958.228751 Eh
- Expectation value of S²: 0.774
- Lowest unoccupied orbital energy (spin up / spin down): -3.3500 / -8.2094 eV
- Net charge: +1
- 2S+1: 2


[3]
Computed, not measured: 10 unconnected molecules or ions with the total composition C38H79IN12O12P in a non-equilibrium geometry, with wB97M-V/def2-TZVPD.

Structure (XYZ):
```
143
Properties=species:S:1:pos:R:3:lowdin_charge:R:1
C 2.97 -5.66 -3.13 0.0861
C 1.82 -5.19 -2.44 -0.0825
C 0.46 -4.44 -1.83 -0.1046
C -0.70 -5.60 -1.73 -0.3596
C -1.51 -6.06 -3.08 -0.1544
C -1.36 -5.02 -4.34 -0.6933
C -1.90 -5.60 -5.78 -0.2060
I -2.46 -3.10 -4.03 0.8496
N 0.11 -6.76 -1.11 0.0783
C 0.12 -6.41 0.38 -0.1376
N 1.06 -6.85 1.31 0.0467
P 2.39 -7.91 0.74 0.7756
O 3.58 -7.09 0.06 -0.3157
O 3.01 -8.75 2.18 -0.1730
O 1.78 -9.21 -0.30 -0.1884
N -1.06 -5.49 0.74 0.0813
C -1.85 -5.50 -0.56 -0.2549
C -2.89 -4.23 -0.55 -0.0375
C -4.07 -3.43 -0.61 0.0835
H 3.81 -6.34 -3.63 0.0732
H 0.76 -3.96 -0.79 0.1262
H 0.19 -3.54 -2.54 0.0924
H -1.14 -7.12 -3.45 0.1460
H -2.64 -6.19 -2.78 0.1262
H -0.23 -4.69 -4.52 0.0982
H -3.08 -5.75 -5.82 0.0899
H -1.68 -4.74 -6.58 0.0837
H -1.33 -6.55 -6.17 0.0921
H -0.49 -7.61 -1.08 0.1408
H 0.95 -6.52 2.32 0.1693
H 2.36 -8.60 2.93 0.0704
H 1.72 -10.06 0.23 0.0962
H -0.78 -4.51 0.97 0.1501
H -2.41 -6.56 -0.56 0.1711
H -5.00 -2.74 -0.31 0.0906
C -1.93 0.84 1.95 -0.0113
C -1.84 -0.10 0.78 -0.5394
O -0.94 -0.94 0.68 -0.0088
N -2.80 -0.02 -0.19 -0.0048
C -3.92 0.88 -0.26 -0.0718
H -1.09 0.65 2.63 0.0520
H -1.85 1.87 1.60 0.0966
H -2.86 0.68 2.49 0.0909
H -2.67 -0.69 -0.94 0.1121
H -4.83 0.28 -0.30 0.0745
H -3.83 1.46 -1.18 0.0774
H -3.97 1.56 0.60 0.0832
C -2.18 2.23 -5.79 -0.0051
C -2.07 2.30 -4.29 -0.5350
O -2.64 3.18 -3.64 0.0148
N -1.31 1.36 -3.66 0.0070
C -0.58 0.27 -4.24 -0.1000
H -2.82 3.05 -6.15 0.0865
H -1.20 2.34 -6.25 0.0893
H -2.64 1.28 -6.09 0.0851
H -1.29 1.48 -2.65 0.1357
H -0.96 -0.66 -3.81 -0.0290
H 0.47 0.38 -3.96 0.0886
H -0.67 0.23 -5.32 0.0801
C 2.46 -0.46 0.30 -0.0153
C 2.57 -0.39 1.80 -0.5419
O 2.01 0.49 2.45 0.0192
N 3.33 -1.33 2.44 0.0064
C 4.06 -2.43 1.86 -0.0760
H 1.82 0.35 -0.06 0.0921
H 3.45 -0.36 -0.15 0.0533
H 2.00 -1.41 0.01 0.0700
H 3.35 -1.21 3.44 0.1377
H 3.68 -3.36 2.29 0.0717
H 5.12 -2.31 2.13 0.0853
H 3.97 -2.46 0.77 0.0821
C -0.81 -7.10 6.18 -0.0064
C -0.73 -8.05 5.02 -0.5576
O 0.17 -8.88 4.92 0.0103
N -1.68 -7.96 4.05 -0.0074
C -2.81 -7.06 3.98 -0.0750
H 0.02 -7.30 6.87 0.0927
H -0.74 -6.07 5.84 0.0863
H -1.75 -7.26 6.73 0.0936
H -1.55 -8.63 3.30 0.1358
H -3.72 -7.66 3.94 0.0908
H -2.72 -6.48 3.06 0.0641
H -2.85 -6.39 4.84 0.0836
C 7.00 2.33 -0.67 -0.0075
C 5.70 1.69 -0.26 -0.5396
O 5.26 0.70 -0.83 0.0011
N 5.01 2.25 0.77 0.0281
C 5.35 3.40 1.56 -0.0756
H 7.43 1.78 -1.51 0.0879
H 6.82 3.36 -0.99 0.0902
H 7.70 2.31 0.16 0.0677
H 4.14 1.76 0.98 0.1230
H 5.42 3.09 2.61 0.0609
H 4.54 4.13 1.46 0.0860
H 6.29 3.85 1.25 0.0820
C -1.05 0.97 7.06 -0.0119
C -0.37 0.83 5.72 -0.5237
O -0.98 0.98 4.67 0.0126
N 0.95 0.53 5.70 0.0125
C 1.84 0.31 6.82 -0.0800
H -2.11 1.21 6.91 0.0864
H -0.99 0.02 7.61 0.0833
H -0.59 1.77 7.63 0.0874
H 1.34 0.45 4.77 0.1095
H 2.65 1.04 6.76 0.0871
H 2.26 -0.70 6.74 0.0778
H 1.33 0.41 7.78 0.0761
C 9.07 1.74 4.96 -0.0095
C 8.13 1.56 3.79 -0.5334
O 6.99 2.01 3.80 0.0147
N 8.59 0.89 2.70 0.0030
C 9.89 0.29 2.49 -0.0761
H 8.56 2.30 5.75 0.0885
H 9.36 0.76 5.36 0.0866
H 9.95 2.30 4.65 0.0882
H 7.90 0.81 1.96 0.1274
H 10.33 0.75 1.61 0.0848
H 9.74 -0.78 2.31 0.0850
H 10.55 0.43 3.35 0.0786
C -6.00 7.62 -5.16 -0.0118
C -5.89 7.69 -3.67 -0.5371
O -6.45 8.56 -3.01 0.0068
N -5.13 6.75 -3.03 0.0013
C -4.40 5.65 -3.61 -0.0947
H -6.64 8.43 -5.52 0.0853
H -5.01 7.72 -5.62 0.0853
H -6.46 6.67 -5.46 0.0849
H -5.11 6.87 -2.02 0.1435
H -4.78 4.72 -3.18 0.0765
H -3.34 5.77 -3.34 0.0805
H -4.49 5.62 -4.70 0.0760
C -6.82 13.47 -5.49 -0.0184
C -7.22 13.73 -4.06 -0.5529
O -7.93 14.68 -3.75 0.0137
N -6.76 12.87 -3.11 -0.0010
C -5.93 11.70 -3.27 -0.0825
H -7.26 14.24 -6.14 0.0849
H -5.73 13.51 -5.59 0.0827
H -7.19 12.49 -5.81 0.0818
H -7.07 13.11 -2.17 0.1429
H -6.47 10.84 -2.89 0.0609
H -5.02 11.85 -2.67 0.0836
H -5.65 11.53 -4.31 0.0752
```

Output
- E_tot: -3693.804418 Eh
- Lowest unoccupied orbital energy: -4.8492 eV
- Net charge: +1


> Which of these has the highest net charge?

C38H78BrN10O


> What is the net charge in the second record?

+1


> Among the records above, which one has the highest net charge?

C38H78BrN10O


> net charge of number 2 (C38H78N2O18)?

+1